(1)
A 4-piece molecular cluster, C17H35IO14P overall. Source: OMol25; level of theory: ωB97M-V/def2-TZVPD.

Calculated values
**Charge**: +1
**Frontier orbital gap**: 8.892 eV

Last column: Löwdin charge in e.
Atoms and positions in Å:
O  1.29  2.07  2.41  0.0774
C  1.99  1.08  2.32  -0.2956
O  2.09  0.34  1.18  -0.0651
C  0.90  -0.36  0.80  -0.1736
C  -0.20  0.56  0.30  -0.2642
P  0.17  1.62  -1.12  0.6251
I  -0.40  0.59  -3.19  0.7700
C  1.89  2.19  -1.23  -0.3261
C  2.83  1.08  -1.76  -0.2479
C  4.24  1.08  -1.14  -0.1686
C  4.75  2.43  -0.69  -0.2687
O  6.12  2.27  -0.33  -0.0456
C  -0.85  3.14  -0.91  -0.3082
O  -2.04  2.78  -0.24  -0.2039
O  -2.39  3.81  0.67  0.0160
H  2.63  0.76  3.15  0.1619
H  0.51  -0.90  1.66  0.1344
H  1.20  -1.09  0.05  0.1324
H  -1.05  -0.06  0.00  0.1074
H  -0.56  1.21  1.10  0.0898
H  1.93  3.08  -1.86  0.1124
H  2.15  2.49  -0.22  0.0780
H  2.38  0.11  -1.55  0.0739
H  2.89  1.16  -2.84  0.1034
H  4.92  0.73  -1.91  0.1242
H  4.30  0.40  -0.30  0.1107
H  4.20  2.78  0.18  0.1113
H  4.69  3.16  -1.50  0.1269
H  6.27  2.73  0.49  0.0860
H  -1.04  3.58  -1.89  0.1056
H  -0.27  3.81  -0.27  0.1174
H  -1.88  3.62  1.48  0.1105
C  -5.18  0.45  -8.65  -0.0276
O  -5.62  0.67  -7.30  0.0152
C  -4.71  1.23  -6.51  -0.6268
O  -3.59  1.54  -6.82  0.1161
O  -5.24  1.37  -5.29  0.0119
C  -4.36  1.98  -4.36  -0.0545
H  -6.02  0.00  -9.16  0.0964
H  -4.92  1.39  -9.12  0.0998
H  -4.33  -0.22  -8.67  0.0976
H  -4.09  2.99  -4.67  0.1010
H  -3.47  1.37  -4.23  0.0455
H  -4.90  2.04  -3.41  0.0968
C  0.81  -5.49  1.94  -0.0313
O  0.17  -4.57  1.04  -0.0141
C  -0.58  -5.17  0.11  -0.6301
O  -0.74  -6.35  -0.02  0.1449
O  -1.12  -4.22  -0.66  -0.0151
C  -1.96  -4.72  -1.71  -0.0350
H  1.38  -4.88  2.64  0.0915
H  0.07  -6.07  2.48  0.1011
H  1.48  -6.15  1.40  0.1003
H  -2.80  -5.27  -1.30  0.1014
H  -1.39  -5.35  -2.39  0.1002
H  -2.33  -3.85  -2.25  0.0882
C  1.43  -1.40  9.02  -0.0248
O  1.23  -1.53  7.60  0.0112
C  0.82  -0.42  7.01  -0.6239
O  0.61  0.64  7.53  0.1377
O  0.67  -0.68  5.70  0.0047
C  0.23  0.44  4.94  -0.0522
H  1.77  -2.37  9.37  0.0959
H  2.20  -0.65  9.23  0.0997
H  0.50  -1.13  9.51  0.1006
H  0.94  1.26  5.00  0.0946
H  -0.75  0.77  5.28  0.1088
H  0.14  0.10  3.91  0.0666

(2)
C17H35N2O9PS2Si as an isolated structure. Source: OMol25; level of theory: ωB97M-V/def2-TZVPD.

Calculated values
**Frontier orbital gap**: 9.395 eV

Last column: Löwdin charge in e.
Atoms and positions in Å:
C  -3.31  -4.18  -1.34  -0.1728
Si  -1.76  -3.21  -1.79  0.5879
C  -1.00  -4.03  -3.30  -0.1525
C  -2.33  -1.48  -2.25  -0.1555
C  -0.64  -3.29  -0.24  -0.3028
O  0.03  -4.58  -0.33  -0.2130
S  1.25  -4.48  0.71  0.5849
O  0.64  -4.57  2.00  -0.2310
O  2.30  -5.39  0.44  -0.1995
O  1.63  -3.01  0.34  -0.1720
C  0.41  -2.20  0.04  -0.2445
C  0.20  -1.37  1.29  -0.1262
C  -0.90  -0.30  1.13  -0.1690
C  -2.25  -0.65  1.76  -0.2556
C  -2.18  -1.15  3.22  -0.4343
S  -3.26  -2.61  3.46  0.9882
C  -2.18  -3.76  4.17  -0.7034
N  -1.60  -3.72  5.32  0.0494
N  -0.80  -4.83  5.43  0.0567
C  -0.96  -5.49  4.33  -0.2076
O  -1.81  -4.89  3.50  0.0170
H  -2.98  -5.15  -0.94  0.0399
H  -3.92  -4.36  -2.22  0.0351
H  -3.88  -3.70  -0.55  0.0317
H  -0.85  -3.32  -4.12  0.0272
H  -0.07  -4.53  -3.07  0.0310
H  -1.70  -4.79  -3.65  0.0334
H  -1.82  -1.13  -3.15  0.0292
H  -2.23  -0.72  -1.47  0.0063
H  -3.38  -1.55  -2.52  0.0360
H  -1.33  -3.38  0.61  0.1152
H  0.75  -1.66  -0.84  0.1583
H  1.13  -0.84  1.49  0.1305
H  0.04  -2.07  2.10  0.1055
H  -0.55  0.63  1.58  0.1154
H  -1.06  -0.07  0.08  0.0915
H  -2.78  -1.41  1.17  0.0728
H  -2.89  0.24  1.75  0.1098
H  -1.18  -1.35  3.57  0.0770
H  -2.58  -0.37  3.87  0.0718
H  -0.47  -6.41  4.08  0.1361
O  0.60  3.40  -0.37  -0.2467
P  1.23  4.40  -1.28  0.5403
O  2.49  4.91  -0.32  -0.2088
C  3.21  4.01  0.52  -0.2875
C  4.45  3.44  -0.13  -0.0783
O  0.28  5.70  -1.16  -0.1925
C  -1.01  5.63  -0.55  -0.2803
C  -0.92  5.91  0.94  -0.0722
O  1.89  4.95  -2.63  -0.1716
C  3.18  4.58  -3.11  -0.2629
C  3.23  3.15  -3.61  -0.0754
H  2.56  3.20  0.87  0.1009
H  3.50  4.60  1.40  0.1187
H  4.20  2.84  -1.00  0.0585
H  4.99  2.81  0.57  0.0807
H  5.12  4.24  -0.46  0.0783
H  -1.48  4.67  -0.74  0.1036
H  -1.62  6.39  -1.03  0.1163
H  -0.14  5.31  1.41  0.0713
H  -1.87  5.68  1.43  0.0776
H  -0.68  6.95  1.12  0.0774
H  3.93  4.78  -2.35  0.0946
H  3.39  5.25  -3.94  0.1260
H  2.81  2.45  -2.87  0.0690
H  4.26  2.85  -3.82  0.0852
H  2.65  3.04  -4.53  0.0798

(3)
C17H35N7O2Si2Ti as an isolated structure. Source: OMol25; level of theory: ωB97M-V/def2-TZVPD.

Calculated values
**<S²>**: 0.75
**Spin multiplicity**: 2
**Energy relative to the best compared isomer or geometry (same formula, charge and spin)**: 0.0 kcal per mole
**Charge**: +1
**Frontier orbital gap (spin up / spin down)**: 7.817 / 8.457 eV

Last column: Mulliken spin population.
Atoms and positions in Å:
Ti  -0.32  0.67  -0.58  0.9484
C  4.61  1.19  -0.71  0.0001
N  3.81  2.38  -0.95  0.0068
C  4.49  3.59  -1.42  -0.0006
C  2.47  2.26  -0.99  0.0190
N  1.82  1.15  -0.89  -0.0327
N  1.78  3.46  -1.13  0.0010
C  0.45  3.62  -1.45  0.0044
N  0.09  4.91  -1.69  0.0015
N  -0.37  2.63  -1.53  0.0222
H  5.63  1.49  -0.46  0.0000
H  4.64  0.53  -1.58  0.0002
H  4.21  0.64  0.15  -0.0001
H  5.56  3.41  -1.42  -0.0002
H  4.32  4.44  -0.76  0.0004
H  4.20  3.85  -2.44  0.0003
H  2.43  0.34  -0.87  0.0067
H  2.33  4.30  -1.07  -0.0006
H  0.74  5.67  -1.60  -0.0002
H  -0.87  5.14  -1.84  0.0001
H  -1.31  2.93  -1.78  0.0101
O  -2.31  0.95  -0.42  -0.0133
N  -2.87  0.86  0.75  0.0111
N  -2.02  0.67  1.66  0.0111
O  -0.73  0.59  1.35  0.0067
C  -2.41  0.60  3.04  -0.0023
C  -1.42  0.39  3.99  0.0016
C  -1.79  0.32  5.32  -0.0001
C  -3.12  0.45  5.69  0.0001
C  -4.09  0.66  4.72  -0.0002
C  -3.75  0.73  3.38  0.0003
H  -0.39  0.28  3.68  -0.0008
H  -1.03  0.15  6.07  0.0000
H  -3.39  0.39  6.73  0.0000
H  -5.13  0.76  5.01  0.0000
H  -4.50  0.89  2.62  -0.0005
C  -3.00  -2.32  -1.00  0.0028
Si  -1.54  -1.94  -2.13  -0.0310
C  -2.08  -0.62  -3.38  0.0131
C  -1.17  -3.52  -3.08  -0.0005
C  -0.02  -1.30  -1.23  -0.0141
Si  0.80  -2.39  0.06  -0.0007
C  1.87  -3.71  -0.75  -0.0009
C  2.00  -1.42  1.17  0.0240
C  -0.47  -3.21  1.19  -0.0001
H  -3.91  -2.34  -1.60  0.0001
H  -3.16  -1.58  -0.21  -0.0002
H  -2.90  -3.29  -0.52  0.0002
H  -2.25  -1.07  -4.36  0.0017
H  -1.32  0.16  -3.53  0.0012
H  -3.00  -0.13  -3.08  0.0010
H  -2.09  -3.93  -3.50  0.0001
H  -0.71  -4.29  -2.46  0.0000
H  -0.49  -3.33  -3.92  -0.0001
H  0.71  -1.17  -2.05  0.0079
H  2.60  -3.26  -1.42  -0.0001
H  1.29  -4.43  -1.33  -0.0001
H  2.42  -4.27  0.01  -0.0003
H  1.71  -0.39  1.38  -0.0070
H  3.01  -1.42  0.74  -0.0005
H  2.08  -1.93  2.13  0.0024
H  -1.06  -3.95  0.65  0.0001
H  -1.16  -2.49  1.62  0.0001
H  0.04  -3.72  2.01  0.0000

(4)
C17H36CrO14 as an isolated structure. Source: OMol25; level of theory: ωB97M-V/def2-TZVPD.

Calculated values
**<S²>**: 20.01
**Spin multiplicity**: 9
**Energy relative to the best compared isomer or geometry (same formula, charge and spin)**: 13.0 kcal per mole
**Frontier orbital gap (spin up / spin down)**: 4.449 / 8.674 eV

Last column: Mulliken spin population.
Atoms and positions in Å:
Cr  -14.21  0.81  -21.38  5.3005
C  -11.98  -4.20  -21.41  -0.0026
C  -11.76  -3.09  -22.53  -0.0095
O  -12.47  -1.89  -22.31  0.9715
H  -11.66  -5.19  -21.74  0.0008
H  -13.03  -4.40  -21.20  0.0007
H  -11.48  -3.92  -20.48  0.0013
H  -12.12  -3.48  -23.49  0.0470
H  -10.69  -2.91  -22.50  0.0441
C  -18.70  3.91  -20.00  0.0524
C  -17.25  4.45  -20.07  0.0053
C  -17.16  5.63  -19.12  0.0119
O  -16.25  3.46  -20.16  0.9152
H  -19.05  3.46  -20.93  -0.0037
H  -19.32  4.77  -19.75  0.0004
H  -18.87  3.26  -19.15  -0.0050
H  -17.26  5.04  -20.99  0.0737
H  -16.18  6.10  -19.17  0.0000
H  -17.27  5.32  -18.08  -0.0002
H  -17.91  6.40  -19.30  -0.0024
C  -9.06  1.73  -23.03  0.0024
O  -9.61  3.02  -23.25  -0.0043
C  -10.86  3.41  -22.85  0.0740
O  -11.65  2.69  -22.24  0.0823
O  -11.10  4.68  -23.21  0.0025
C  -12.27  5.35  -22.66  0.0063
H  -8.01  1.72  -23.31  -0.0002
H  -9.65  0.99  -23.57  0.0001
H  -9.03  1.43  -21.98  0.0014
H  -12.64  4.95  -21.71  0.0057
H  -13.06  5.19  -23.38  0.0022
H  -12.05  6.42  -22.59  -0.0004
C  -10.04  -0.60  -18.31  0.0018
O  -11.06  -1.03  -17.42  -0.0026
C  -12.37  -0.71  -17.66  0.0608
O  -12.81  0.08  -18.54  0.0071
O  -13.11  -1.31  -16.73  -0.0040
C  -14.53  -1.19  -16.76  0.0050
H  -10.10  -1.29  -19.15  0.0009
H  -9.08  -0.69  -17.80  -0.0003
H  -10.16  0.36  -18.80  0.0030
H  -14.95  -0.27  -17.16  0.0061
H  -14.99  -1.25  -15.77  -0.0005
H  -15.01  -1.98  -17.33  -0.0012
C  -13.79  0.20  -26.56  -0.0009
O  -14.91  1.01  -26.75  -0.0024
C  -15.46  1.69  -25.72  0.0798
O  -15.27  1.41  -24.53  0.0438
O  -16.22  2.69  -26.15  -0.0014
C  -16.98  3.57  -25.22  0.0034
H  -14.05  -0.64  -25.91  0.0005
H  -13.00  0.60  -25.92  0.0133
H  -13.26  0.03  -27.50  -0.0002
H  -17.81  4.06  -25.72  -0.0008
H  -16.25  4.34  -24.98  -0.0010
H  -17.44  3.01  -24.40  0.0046
C  -19.92  -2.93  -19.48  0.0003
O  -18.91  -1.90  -19.70  0.0010
C  -18.03  -2.10  -20.63  0.0989
O  -17.05  -1.35  -20.69  0.1090
O  -18.25  -3.30  -21.39  -0.0055
C  -17.36  -3.54  -22.48  0.0041
H  -20.57  -2.69  -18.64  -0.0001
H  -19.41  -3.87  -19.24  0.0001
H  -20.65  -2.96  -20.29  0.0001
H  -16.36  -3.71  -22.07  0.0047
H  -17.41  -2.72  -23.19  -0.0004
H  -17.72  -4.49  -22.88  -0.0001